The following is a DFT calculation (ωB97M-V with the def2-TZVPD basis set) of a molecular structure, C5H13O2Pb in a non-equilibrium geometry.

Properties
total charge = +1
HOMO = -13.1 eV
orbital gap = 8.96 eV
maximum force = 0.119 hartree/bohr
relative energy (zero: lowest compared OMol25 entry of this formula, charge and spin) = 2.1411 eV

CARTESIAN COORDINATES (ANGSTROEM)
1 C -2.69 -2.15 0.45
2 O -1.69 -1.66 -0.38
3 C -0.13 0.18 1.58
4 H -3.42 -1.34 0.57
5 H -3.15 -3.06 0.03
6 H -2.38 -2.36 1.49
7 H -0.43 0.42 2.62
8 H -1.03 -0.43 1.43
9 C 1.84 0.38 -2.25
10 O 1.21 0.26 -0.98
11 C 0.89 1.54 -0.38
12 C 0.66 1.40 1.10
13 H 2.07 -0.62 -2.61
14 H 1.16 0.88 -2.96
15 H 2.77 0.96 -2.14
16 H 0.01 1.95 -0.90
17 H 1.74 2.21 -0.57
18 H 0.14 2.31 1.42
19 H 1.63 1.39 1.61
20 H 0.57 -0.79 1.36
21 Pb 0.23 -1.48 -0.48

The following is a DFT calculation (ωB97M-V with the def2-TZVPD basis set) of a molecular structure, C28H49BrCaNP3 in a non-equilibrium geometry.

Properties
total charge = +2
HOMO = -11.3 eV
orbital gap = 3.76 eV
maximum force = 0.044 hartree/bohr
relative energy (zero: lowest compared OMol25 entry of this formula, charge and spin) = 0.0000 eV

CARTESIAN COORDINATES (ANGSTROEM)
1 N 2.78 -4.87 -7.15
2 C 1.47 -5.07 -7.03
3 C 0.63 -4.23 -6.26
4 C 1.21 -3.14 -5.57
5 C 2.61 -2.94 -5.73
6 C 3.35 -3.84 -6.53
7 C 0.40 -2.29 -4.70
8 Ca -1.24 -0.19 -3.86
9 P -1.95 4.61 1.00
10 C 0.97 -1.15 -4.13
11 C 0.96 -0.89 -2.68
12 C 1.33 0.42 -2.23
13 C 1.19 0.76 -0.90
14 C 0.89 -0.25 0.05
15 C 0.44 -1.52 -0.40
16 C 0.51 -1.86 -1.74
17 Br -1.84 0.43 -1.17
18 H -0.61 -2.65 -4.43
19 H 1.68 -0.54 -4.70
20 H -0.42 -4.48 -6.18
21 H 3.14 -2.15 -5.19
22 H 1.07 -5.95 -7.56
23 H 4.43 -3.69 -6.62
24 H 1.73 1.15 -2.95
25 H 0.20 -2.85 -2.09
26 H 1.34 1.80 -0.61
27 H -0.09 -2.20 0.30
28 P 1.75 -0.18 1.65
29 C -2.78 3.87 -0.44
30 C -3.61 4.96 -1.13
31 H -3.40 3.05 -0.05
32 H -2.02 3.41 -1.08
33 H -4.34 4.50 -1.81
34 H -4.15 5.54 -0.38
35 H -2.96 5.63 -1.70
36 C -0.16 4.74 0.64
37 C 0.45 6.04 1.20
38 H -0.07 4.70 -0.45
39 H 0.32 3.85 1.07
40 H 1.43 6.22 0.73
41 H -0.19 6.90 0.99
42 H 0.60 5.98 2.28
43 C -2.07 3.41 2.38
44 C -2.90 3.91 3.56
45 H -1.04 3.20 2.70
46 H -2.48 2.49 1.95
47 H -2.80 3.22 4.40
48 H -2.57 4.90 3.90
49 H -3.97 3.98 3.30
50 C 0.74 -0.42 3.13
51 C 1.54 -1.01 4.29
52 H -0.14 -1.04 2.89
53 H 0.35 0.58 3.38
54 H 1.51 -2.11 4.29
55 H 2.60 -0.71 4.27
56 H 1.12 -0.66 5.25
57 C 2.49 1.44 1.77
58 C 3.79 1.61 0.99
59 H 2.64 1.63 2.84
60 H 1.75 2.17 1.42
61 H 4.56 0.87 1.29
62 H 3.64 1.53 -0.10
63 H 4.21 2.61 1.20
64 C 3.01 -1.47 1.49
65 C 2.50 -2.90 1.67
66 H 3.81 -1.22 2.20
67 H 3.40 -1.34 0.47
68 H 2.94 -3.54 0.89
69 H 2.82 -3.31 2.64
70 H 1.41 -3.02 1.59
71 C -4.17 -1.63 1.91
72 P -2.48 -2.29 1.63
73 C -2.03 -2.74 3.36
74 C -2.93 -3.98 1.00
75 H -4.08 -0.66 2.44
76 H -4.78 -2.32 2.51
77 H -4.64 -1.45 0.94
78 H -2.64 -3.58 3.71
79 H -0.97 -3.02 3.39
80 H -2.18 -1.87 4.01
81 H -3.33 -4.60 1.81
82 H -3.67 -3.87 0.19
83 H -2.01 -4.43 0.59

The following is a DFT calculation (ωB97M-V with the def2-TZVPD basis set) of a molecular structure, C3H4FFeO3 in a non-equilibrium geometry.

Properties
total charge = -1
multiplicity = 5
HOMO (spin up / spin down) = -3.7 / -3.8 eV
orbital gap (spin up / spin down) = 6.76 / 5.97 eV
<S²> = 6.011
maximum force = 0.060 hartree/bohr

CARTESIAN COORDINATES (ANGSTROEM)
1 C 1.14 -0.20 0.80
2 C 1.14 0.00 -0.55
3 H 0.96 0.69 1.42
4 H 0.79 -1.16 1.19
5 F 1.24 -1.09 -1.36
6 H 1.65 0.85 -1.01
7 Fe 4.41 -0.25 0.96
8 O -2.54 0.81 0.46
9 C -2.02 0.19 -0.64
10 O -2.52 -0.88 -1.00
11 O -0.97 0.75 -1.06
12 H -3.28 0.28 0.79

The following is a DFT calculation (ωB97M-V with the def2-TZVPD basis set) of a molecular structure, C34H53Sn in a non-equilibrium geometry.

Properties
total charge = -1
HOMO = -1.9 eV
orbital gap = 4.06 eV
maximum force = 0.048 hartree/bohr

CARTESIAN COORDINATES (ANGSTROEM)
1 C -1.69 -4.15 7.22
2 C -0.64 -4.03 6.12
3 C -0.76 -2.72 5.33
4 C 0.27 -2.59 4.18
5 Sn -0.66 -2.53 2.22
6 C -1.76 -4.39 1.96
7 C -0.89 -5.65 2.08
8 C -1.69 -6.95 1.87
9 C -0.82 -8.20 1.96
10 C -1.94 -0.77 2.17
11 C -1.20 0.55 2.45
12 C -1.65 1.26 3.72
13 C -0.86 2.53 4.00
14 C 0.91 -2.33 0.64
15 C 1.60 -1.04 0.74
16 C 1.26 0.10 0.08
17 C 2.07 1.33 0.34
18 C 0.11 0.11 -0.85
19 H -1.54 -5.06 7.79
20 H -1.63 -3.30 7.91
21 H -2.70 -4.18 6.80
22 H 0.37 -4.07 6.56
23 H -0.71 -4.88 5.44
24 H -1.79 -2.62 4.95
25 H -0.62 -1.87 6.02
26 H 0.83 -1.65 4.24
27 H 0.97 -3.43 4.14
28 H -2.55 -4.37 2.71
29 H -2.22 -4.31 0.96
30 H -0.08 -5.61 1.34
31 H -0.41 -5.68 3.07
32 H -2.48 -7.00 2.62
33 H -2.18 -6.92 0.89
34 H -1.41 -9.10 1.80
35 H -0.03 -8.19 1.20
36 H -0.34 -8.28 2.94
37 H -2.39 -0.79 1.16
38 H -2.72 -0.99 2.91
39 H -0.11 0.37 2.49
40 H -1.33 1.22 1.59
41 H -2.72 1.49 3.63
42 H -1.55 0.57 4.58
43 H -1.26 3.05 4.87
44 H 0.20 2.31 4.20
45 H -0.91 3.22 3.15
46 H 1.55 -3.18 0.91
47 H 0.35 -2.52 -0.28
48 H 2.47 -1.02 1.40
49 H 1.73 2.18 -0.25
50 H 2.04 1.60 1.41
51 H 3.13 1.15 0.10
52 H -0.07 1.13 -1.19
53 H 0.31 -0.49 -1.75
54 H -0.83 -0.25 -0.40
55 C 5.75 7.04 -6.07
56 C 4.81 6.25 -5.23
57 C 4.96 6.24 -3.83
58 C 4.09 5.52 -3.03
59 C 3.02 4.78 -3.60
60 C 2.09 4.08 -2.77
61 C 1.19 3.15 -3.28
62 C 0.05 2.76 -2.59
63 C -1.07 2.15 -3.25
64 C -2.38 2.23 -2.70
65 C -3.46 1.68 -3.36
66 C -3.29 1.00 -4.57
67 C -4.46 0.36 -5.25
68 C -2.01 0.92 -5.14
69 C -0.91 1.48 -4.50
70 C 2.89 4.79 -5.02
71 C 3.76 5.52 -5.81
72 H 5.50 6.95 -7.13
73 H 5.71 8.10 -5.78
74 H 6.79 6.71 -5.92
75 H 5.78 6.81 -3.38
76 H 4.20 5.52 -1.94
77 H 2.07 4.31 -1.70
78 H 1.36 2.77 -4.30
79 H -0.10 3.16 -1.58
80 H -2.51 2.77 -1.75
81 H -4.46 1.77 -2.93
82 H -4.13 -0.14 -6.17
83 H -4.92 -0.39 -4.60
84 H -5.23 1.09 -5.51
85 H -1.89 0.41 -6.10
86 H 0.08 1.40 -4.95
87 H 2.07 4.23 -5.48
88 H 3.65 5.53 -6.89

The following is a DFT calculation (ωB97M-V with the def2-TZVPD basis set) of 3 unconnected molecules or ions with the total composition C5H14N2O in a non-equilibrium geometry.

Properties
HOMO = -8.1 eV
orbital gap = 9.13 eV
maximum force = 0.057 hartree/bohr
relative energy (zero: lowest compared OMol25 entry of this formula, charge and spin) = 3.4372 eV

CARTESIAN COORDINATES (ANGSTROEM)
1 C -0.85 0.56 -1.97
2 C 1.58 -1.09 -1.65
3 N -0.59 1.52 -1.11
4 O -0.87 1.06 -3.24
5 H -1.13 0.36 -3.85
6 H 0.47 -0.67 -1.81
7 H -0.19 2.40 -1.41
8 H -0.49 1.27 -0.12
9 H 2.24 -0.48 -2.25
10 H 1.71 -2.14 -1.93
11 H 1.83 -0.96 -0.60
12 C 0.89 1.14 2.41
13 C -1.58 -1.29 1.02
14 C -0.59 -0.60 1.88
15 N -0.09 0.51 1.57
16 H -0.32 -1.11 2.82
17 H 1.13 0.56 3.31
18 H 0.53 2.13 2.69
19 H 1.81 1.27 1.82
20 H -2.52 -1.40 1.56
21 H -1.76 -0.73 0.10
22 H -1.22 -2.29 0.77

The following is a DFT calculation (ωB97M-V with the def2-TZVPD basis set) of a molecular structure, C41H63FN9NdP2 in a non-equilibrium geometry.

Properties
multiplicity = 4
HOMO (spin up / spin down) = -5.8 / -5.8 eV
orbital gap (spin up / spin down) = 5.85 / 5.86 eV
<S²> = 3.753
maximum force = 0.060 hartree/bohr

CARTESIAN COORDINATES (ANGSTROEM)
1 Nd 0.80 0.07 0.83
2 C 6.84 -0.38 -0.35
3 N 5.44 -0.18 -0.63
4 C 4.92 0.61 -1.70
5 C 3.58 0.63 -1.57
6 N 3.21 -0.15 -0.49
7 C 4.34 -0.52 0.08
8 P 4.41 -1.23 1.77
9 C 3.17 -2.56 1.70
10 N 1.91 -2.32 1.27
11 C 1.28 -3.56 1.22
12 C 2.17 -4.53 1.52
13 N 3.36 -3.91 1.85
14 C 4.58 -4.59 2.29
15 C 3.84 0.20 2.73
16 N 2.75 0.97 2.42
17 C 3.02 2.18 3.09
18 C 4.21 2.17 3.74
19 N 4.71 0.87 3.56
20 C 6.01 0.45 4.03
21 H 7.42 -0.58 -1.26
22 H 6.91 -1.19 0.34
23 H 7.22 0.52 0.16
24 H 5.48 1.09 -2.51
25 H 2.86 1.21 -2.17
26 H 0.16 -3.62 1.27
27 H 2.01 -5.59 1.61
28 H 4.40 -5.51 2.85
29 H 5.18 -3.89 2.87
30 H 5.23 -4.82 1.39
31 H 2.20 2.97 3.03
32 H 4.70 2.92 4.34
33 H 6.65 1.26 4.40
34 H 6.52 -0.02 3.18
35 H 5.90 -0.30 4.81
36 C -0.67 0.12 -5.44
37 C 0.56 0.52 -4.59
38 C 1.67 -0.53 -4.56
39 P 0.06 1.11 -2.85
40 C -0.01 2.91 -3.19
41 C 1.45 3.51 -3.23
42 C -0.81 3.74 -2.15
43 C -1.70 0.77 -2.55
44 C -2.68 1.48 -3.22
45 C -4.05 1.07 -3.20
46 C -5.04 1.77 -4.08
47 C -4.42 0.03 -2.38
48 C -3.43 -0.71 -1.64
49 C -2.10 -0.33 -1.66
50 N -1.18 -0.86 -0.76
51 C -1.35 -2.15 -0.37
52 C -0.81 -3.22 -1.16
53 C -0.01 -2.95 -2.43
54 C -1.07 -4.55 -0.78
55 C -1.77 -4.88 0.43
56 C -1.80 -6.31 0.85
57 C -2.32 -3.83 1.15
58 C -2.22 -2.49 0.77
59 C -3.06 -1.56 1.58
60 H -0.29 -0.12 -6.48
61 H -1.40 0.92 -5.51
62 H -1.22 -0.79 -5.10
63 H 1.00 1.41 -5.08
64 H 1.47 -1.49 -4.03
65 H 2.54 -0.18 -4.04
66 H 2.01 -0.73 -5.61
67 H -0.41 2.94 -4.24
68 H 1.96 3.38 -2.28
69 H 1.36 4.59 -3.44
70 H 2.05 3.02 -3.97
71 H -0.37 3.66 -1.16
72 H -1.85 3.46 -2.00
73 H -0.80 4.79 -2.44
74 H -2.41 2.38 -3.79
75 H -5.50 1.08 -4.80
76 H -4.64 2.61 -4.65
77 H -5.90 2.13 -3.44
78 H -5.46 -0.28 -2.27
79 H -3.74 -1.51 -0.97
80 H 0.90 -2.36 -2.19
81 H -0.61 -2.38 -3.15
82 H 0.27 -3.88 -2.99
83 H -0.62 -5.31 -1.47
84 H -1.00 -6.64 1.54
85 H -1.80 -6.92 -0.02
86 H -2.79 -6.48 1.38
87 H -2.78 -4.09 2.09
88 H -3.99 -2.02 1.85
89 H -3.23 -0.68 1.00
90 H -2.58 -1.36 2.56
91 C -0.04 -0.90 3.28
92 H -0.49 -1.84 3.16
93 H -0.77 -0.19 3.65
94 H 0.88 -0.92 3.83
95 F 1.15 2.00 -0.05
96 C -5.04 2.64 0.78
97 C -3.72 3.42 0.96
98 N -3.06 3.07 2.22
99 C -3.68 3.49 3.46
100 C -4.28 2.36 4.36
101 C -1.83 2.43 2.27
102 C -0.84 2.88 3.29
103 N -1.44 1.52 1.41
104 H -5.57 2.88 -0.14
105 H -5.74 2.88 1.58
106 H -4.80 1.54 0.80
107 H -3.90 4.55 1.00
108 H -3.11 3.26 0.09
109 H -4.49 4.16 3.27
110 H -2.94 4.04 4.05
111 H -5.25 2.00 3.98
112 H -4.29 2.69 5.43
113 H -3.62 1.51 4.27
114 H -0.54 3.91 3.10
115 H 0.08 2.28 3.24
116 H -1.26 2.81 4.32
117 H -2.20 1.08 0.85

Number 1: DFT total energy -541.2439 a.u.. Number 2: DFT total energy -5426.1856 a.u.. Number 3: DFT total energy -1705.8944 a.u.. Number 4: DFT total energy -1541.5663 a.u.. Number 5: DFT total energy -383.5744 a.u.. Number 6: DFT total energy -3436.8839 a.u..